1.
Molecular formula: C6H14IN2
Method: DFT, ωB97M-V/def2-TZVPD

Geometry as ORCA input:
```
! RIJCOSX wB97M-V def2-TZVPD def2/J DEFGRID3
* xyz 1 1
I -3.091 -0.297 -0.051
N 1.228 0.199 -0.541
N 1.401 -2.029 0.147
C -0.141 -0.262 -0.463
C -0.849 1.320 1.510
C -1.136 0.801 0.057
C -1.242 1.994 -0.867
C -0.055 -1.592 0.380
C 2.032 -0.926 -0.699
H 2.964 -0.653 -0.353
H -1.243 2.222 1.548
H 1.539 0.749 0.270
H 1.707 -2.069 1.105
H 0.204 1.507 1.606
H -0.381 -0.646 -1.391
H 1.538 -2.909 -0.418
H -0.749 -2.422 -0.174
H -1.904 2.776 -0.603
H 1.868 -1.113 -1.812
H -0.408 2.571 -1.107
H -1.518 1.541 -1.784
H -0.468 -1.368 1.296
H -1.295 0.606 2.344
*
```

Values from the calculation:
relative energy (zero: lowest compared OMol25 entry of this formula, charge and spin) = 1.682 eV
E_HOMO = -12.7 eV
structure (SMILES) = CC(C)(I)[C@@H]1C[NH2+]CN1
Kohn-Sham gap = 0.3402 hartree
E = -17521.378 eV
largest force on an atom = 6.272 eV/Å

natural (NBO) population analysis, charges in e, atoms 1 to 5:
1. I 0.10
2. N -0.58
3. N -0.55
4. C -0.12
5. C -0.64

2.
Molecular formula: C46H110N5O14P2S
Method: DFT, ωB97M-V/def2-TZVPD

Geometry as ORCA input:
```
! RIJCOSX wB97M-V def2-TZVPD def2/J DEFGRID3
* xyz 1 1
S 1.738 -7.541 1.209
P 2.598 -6.357 2.484
P -0.482 -3.593 5.009
O 8.138 -2.568 0.627
O -5.472 -4.575 -1.150
O 8.840 1.648 1.911
O -1.101 2.257 1.116
O 2.023 6.350 0.424
O -4.071 -6.836 4.605
O 8.423 5.771 5.056
O 4.530 -0.641 1.941
O -4.187 5.839 -1.286
O -6.201 -4.438 -8.057
O 6.214 -1.073 3.311
O -3.167 -3.937 -3.985
O -7.486 8.274 -5.038
O 0.177 -2.577 6.082
N -0.581 -5.053 5.854
N -0.325 -2.642 2.241
N 1.129 -4.288 1.516
N 0.830 -3.918 3.846
N -1.465 -1.506 -1.655
C -4.983 -5.842 5.087
C 5.337 -2.863 2.009
C -6.676 -4.545 -3.234
C -3.982 6.039 -2.686
C 8.129 6.937 4.284
C 3.274 7.960 -0.884
C 9.311 -1.202 -0.992
C -9.525 9.545 -5.336
C -0.441 -0.982 0.468
C 4.567 -3.649 3.102
C -6.125 -6.708 -2.086
C -1.347 -3.156 0.065
C 7.689 2.630 3.799
C 2.214 -3.413 4.170
C -3.640 -2.722 -4.598
C -5.435 -6.185 6.498
C -6.162 -5.707 4.138
C -0.156 3.242 0.668
C 7.387 6.563 3.009
C -8.819 8.720 -3.068
C -3.878 4.698 -3.398
C -0.886 4.434 0.076
C -4.395 -3.052 -5.876
C 9.338 -2.469 -0.153
C -6.966 -5.468 -7.431
C 0.498 -3.591 2.548
C 3.233 6.552 -0.312
C 0.754 3.654 1.813
C 10.557 -2.518 0.753
C -8.332 -5.586 -8.088
C 8.057 2.767 2.330
C -2.469 -1.785 -4.840
C 4.438 6.273 0.574
C -0.864 -0.665 -0.819
C -6.490 -5.243 -1.899
C -6.208 -6.786 -7.473
C 2.784 -4.195 5.342
C 5.311 -1.427 2.387
C 3.062 -3.520 2.868
C 9.407 7.703 3.978
C -5.095 6.894 -3.270
C -0.698 -2.270 0.907
C 6.819 2.898 1.456
C -1.701 -2.744 -1.210
C -8.351 9.229 -4.423
C 2.530 -4.591 1.918
H -7.965 8.500 -2.426
H -4.321 -2.266 -3.878
H 11.480 -2.479 0.175
H -5.156 7.851 -2.751
H 4.174 8.120 -1.477
H -1.535 4.122 -0.743
H 2.160 -2.352 4.396
H 9.923 7.967 4.901
H -1.522 4.908 0.828
H -6.037 -7.095 -8.507
H 4.392 5.260 0.975
H 9.198 8.618 3.422
H -5.962 -7.142 6.506
H -3.033 6.569 -2.770
H -0.761 -2.130 3.001
H -10.117 8.644 -5.521
H -3.685 4.829 -4.464
H -9.390 7.794 -3.186
H -3.744 -3.555 -6.596
H 0.043 -0.254 1.095
H -5.233 -6.682 -6.995
H -0.691 -4.926 6.853
H 0.760 -3.015 6.720
H 3.427 -3.546 5.927
H -1.372 -5.571 5.482
H -1.586 -4.155 0.395
H 10.200 -1.126 -1.619
H -6.103 -5.422 6.897
H 0.656 -5.203 1.439
H 6.472 6.017 3.245
H 10.551 -1.673 1.448
H 6.224 3.767 1.740
H 3.256 8.699 -0.078
H -7.462 -5.014 -3.829
H -2.201 -3.429 -1.876
H 3.205 5.828 -1.127
H 8.430 -1.185 -1.634
H 1.266 2.783 2.229
H 8.583 2.533 4.415
H -7.992 7.467 -5.177
H -6.932 -3.494 -3.087
H -1.743 -2.242 -5.520
H -8.226 -5.857 -9.142
H 1.501 4.377 1.485
H 5.865 -0.245 3.676
H -5.820 -5.462 3.132
H 2.941 -2.566 2.352
H 10.087 7.087 3.384
H -4.938 7.088 -4.331
H -5.187 -6.796 -2.641
H -4.543 -7.675 4.582
H -7.402 -5.170 -1.307
H -5.743 -4.577 -3.798
H 9.269 -0.318 -0.349
H -3.075 4.096 -2.970
H 5.372 6.387 0.022
H -6.076 -4.682 -8.980
H -6.851 -4.930 4.470
H 7.094 1.723 3.950
H -5.984 -7.194 -1.120
H 3.109 -4.554 1.000
H -5.221 -3.728 -5.671
H -0.702 0.343 -1.168
H 4.454 6.963 1.423
H -4.808 4.134 -3.284
H 9.334 -3.341 -0.807
H 7.099 2.995 0.407
H -10.178 10.301 -4.897
H 0.436 2.753 -0.108
H -0.182 5.178 -0.296
H 7.481 7.547 4.914
H 8.297 0.861 2.026
H -8.944 -6.344 -7.598
H 4.927 -4.671 3.062
H 6.191 2.006 1.548
H 2.015 -4.570 6.009
H -7.087 -5.152 -6.394
H -6.901 -7.244 -2.635
H 2.014 6.979 1.154
H 7.124 7.449 2.429
H -9.172 9.910 -6.301
H -6.062 6.398 -3.153
H 1.938 -6.391 3.716
H 9.005 5.206 4.537
H 4.868 -3.245 4.062
H -9.453 9.452 -2.565
H 3.933 -6.681 2.768
H -6.710 -6.650 4.077
H -4.664 -4.623 -1.675
H -7.746 10.126 -4.285
H -5.022 5.372 -1.175
H -6.762 -7.578 -6.966
H 4.884 -2.976 1.036
H 7.114 3.485 4.155
H 2.404 8.142 -1.515
H -4.793 -2.153 -6.345
H 3.370 -5.049 5.031
H -2.796 -0.839 -5.275
H 0.169 4.104 2.621
H 6.367 -3.199 2.012
H -4.419 -4.907 5.103
H -8.860 -4.633 -8.047
H -1.639 2.666 1.801
H -4.577 -6.280 7.166
H 8.007 5.916 2.383
H 8.693 3.642 2.191
H -1.959 -1.580 -3.901
H -2.566 -4.358 -4.609
H 10.558 -3.433 1.347
H 8.117 -1.805 1.215
*
```

Values from the calculation:
E_HOMO = -11.1 eV
Kohn-Sham gap = 0.3015 hartree
E = -115009.917 eV
largest force on an atom = 1.412 eV/Å

Mulliken population analysis, charges in e, atoms 1 to 5:
1. S -0.36
2. P 0.25
3. P -0.19
4. O -0.41
5. O -0.53

3.
Molecular formula: C5H10NO
Method: DFT, ωB97M-V/def2-TZVPD

Geometry as ORCA input:
```
! RIJCOSX wB97M-V def2-TZVPD def2/J DEFGRID3
* xyz -1 1
O 0.881 0.153 -2.077
N -0.597 -1.153 0.438
C 0.673 -0.379 0.274
C 1.373 -0.580 -1.082
C 0.358 1.074 0.567
C -1.129 1.142 0.994
C -1.693 -0.265 0.781
H -2.402 -0.252 -0.052
H 0.490 1.682 -0.328
H 1.352 -0.758 1.062
H -1.633 1.866 0.355
H -1.226 1.492 2.024
H 0.997 1.470 1.362
H -2.272 -0.604 1.650
H -0.427 -1.871 1.124
H 2.462 -0.357 -0.844
H 1.345 -1.695 -1.212
*
```

Values from the calculation:
relative energy (zero: lowest compared OMol25 entry of this formula, charge and spin) = 0.285 eV
E_HOMO = -2.1 eV
structure (SMILES) = [O-]C[C@H]1CCCN1
Kohn-Sham gap = 0.2307 hartree
E = -8883.833 eV
largest force on an atom = 1.018 eV/Å

natural (NBO) population analysis, charges in e, atoms 1 to 5:
1. O -0.94
2. N -0.64
3. C -0.08
4. C 0.00
5. C -0.43

4.
Molecular formula: C23H76O23
Method: DFT, ωB97M-V/def2-TZVPD

Geometry as ORCA input:
```
! RIJCOSX wB97M-V def2-TZVPD def2/J DEFGRID3
* xyz 0 1
O 7.766 12.748 12.688
O 14.644 11.324 10.048
O 14.940 12.859 14.335
O 9.404 8.565 11.592
O 9.336 9.295 14.192
O 14.478 8.463 9.907
O 8.668 15.561 7.982
O 11.845 12.856 13.894
O 10.074 11.498 15.903
O 13.502 14.964 5.966
O 6.557 15.251 13.324
O 7.835 11.353 7.375
O 10.132 13.018 7.925
O 13.424 9.089 15.738
O 12.633 12.836 11.264
O 7.092 7.593 15.143
O 14.864 15.746 8.148
O 8.805 13.683 10.460
O 12.081 15.436 11.937
O 9.700 12.119 19.418
O 15.216 10.123 12.481
O 12.797 17.117 14.117
O 10.931 15.660 15.220
C 11.289 12.228 7.573
C 16.137 13.167 15.170
C 15.132 8.071 11.086
C 15.173 11.648 8.746
C 10.559 7.993 10.979
C 11.607 11.727 13.065
C 11.755 17.886 14.809
C 10.532 16.961 14.808
C 11.365 12.216 11.683
C 7.812 10.199 8.213
C 8.344 13.681 13.629
C 7.138 14.371 14.240
C 11.116 15.968 11.031
C 9.732 11.313 18.260
C 7.675 14.257 9.864
C 7.968 9.650 14.189
C 7.957 15.615 9.249
C 13.237 16.256 6.584
C 13.574 16.274 8.064
C 12.725 8.785 16.968
C 10.343 12.168 17.114
C 14.656 8.800 12.337
C 7.122 8.358 13.973
H 7.233 13.612 9.140
H 12.364 10.905 13.179
H 16.057 10.941 8.683
H 10.404 10.482 18.399
H 6.107 8.728 13.729
H 8.601 11.871 7.570
H 6.453 13.539 14.449
H 11.575 16.016 10.074
H 12.482 16.114 12.502
H 11.624 8.699 16.780
H 14.275 14.552 6.474
H 13.909 17.059 6.209
H 7.713 6.857 15.216
H 7.477 7.863 13.106
H 15.122 15.613 9.065
H 9.457 13.307 9.874
H 5.628 15.025 13.170
H 10.553 12.999 11.739
H 12.240 16.481 6.336
H 11.389 8.689 10.691
H 15.144 10.629 11.634
H 13.005 16.424 14.779
H 16.251 8.249 10.928
H 14.967 7.019 11.086
H 9.830 13.122 17.025
H 11.614 18.807 14.220
H 16.988 13.270 14.530
H 15.138 12.156 13.661
H 8.092 15.329 7.268
H 9.034 14.329 13.093
H 8.284 12.750 11.866
H 13.310 9.976 15.444
H 11.058 11.418 11.001
H 9.832 9.855 14.854
H 15.622 12.671 8.847
H 10.721 11.222 13.437
H 8.629 16.148 9.935
H 7.001 14.415 10.727
H 9.554 8.808 12.540
H 11.091 15.141 14.406
H 12.875 15.708 8.658
H 10.611 12.038 15.231
H 8.819 13.092 14.409
H 10.271 15.313 10.891
H 13.546 8.906 12.256
H 10.578 16.938 11.290
H 14.512 11.533 7.937
H 12.798 9.576 17.746
H 11.432 12.360 17.369
H 8.885 12.662 19.382
H 16.299 12.347 15.818
H 11.773 12.012 8.548
H 10.811 7.171 11.660
H 12.831 12.812 14.082
H 6.832 9.740 8.150
H 9.754 17.332 15.524
H 10.012 16.984 13.853
H 14.758 8.209 13.211
H 7.660 10.162 15.124
H 8.604 9.569 7.801
H 11.041 11.285 7.054
H 13.414 17.335 8.380
H 7.720 10.383 13.461
H 8.777 10.889 17.978
H 12.619 13.759 11.562
H 11.972 12.855 6.951
H 13.153 7.845 17.327
H 14.311 9.459 9.957
H 7.210 14.908 15.251
H 10.117 13.890 7.549
H 10.282 7.537 10.018
H 6.963 16.074 9.128
H 8.079 10.479 9.272
H 12.137 18.089 15.811
H 15.914 14.114 15.642
H 13.892 11.942 10.282
*
```

Values from the calculation:
relative energy (zero: lowest compared OMol25 entry of this formula, charge and spin) = 0.000 eV
E_HOMO = -9.5 eV
Kohn-Sham gap = 0.3558 hartree
E = -72168.792 eV
largest force on an atom = 4.105 eV/Å

Mulliken population analysis, charges in e, atoms 1 to 5:
1. O -0.55
2. O -0.53
3. O -0.35
4. O -0.40
5. O -0.69